# 1
The following is a quantum chemistry calculation of C4H7NO2 as an isolated structure at a distorted geometry, from the Open Molecules 2025 dataset.

Energy above the lowest of the compared OMol25 structures with the same formula, charge and spin (kJ/mol): 714.32
Multiplicity: 1
Largest force on an atom (eV Å⁻¹): 6.8
Highest occupied orbital energy (eV): -9.16

Each line ends with the natural charge from an NBO analysis.
Geometry (Å):
H (0.07, 1.92, -0.77)  0.20
N (0.21, -0.19, -0.04)  -0.19
H (-2.43, 0.67, -1.08)  0.23
O (1.35, -0.71, 0.38)  -0.36
H (0.62, 0.70, -2.17)  0.22
H (-1.79, -0.20, -2.18)  0.24
C (-1.01, -0.93, -0.14)  0.72
H (1.97, 0.87, 1.64)  0.19
C (-1.34, 0.22, -1.35)  -0.58
H (2.22, -1.09, 2.48)  0.21
O (-1.67, -1.90, 0.09)  -0.54
H (0.39, 0.08, 2.57)  0.22
C (-0.01, 0.76, -1.19)  -0.24
C (1.43, -0.20, 1.76)  -0.32

***

# 2
The following is a quantum chemistry calculation of one molecule with the formula C4H7NO2, from the Open Molecules 2025 dataset.

SMILES: O=C1CNC[C@@H]1O
Energy above the lowest of the compared OMol25 structures with the same formula, charge and spin (kJ/mol): 133.41
Multiplicity: 1
Largest force on an atom (eV Å⁻¹): 0.6
Highest occupied orbital energy (eV): -9.65

Each line ends with the natural charge from an NBO analysis.
Geometry (Å):
C (0.95, -0.68, 0.28)  -0.24
C (-0.34, 0.19, -1.39)  -0.35
H (1.63, -0.40, -1.66)  0.37
O (-0.49, -0.08, 2.26)  -0.70
N (1.06, 0.08, -0.97)  -0.61
H (0.44, -1.65, 0.08)  0.17
O (-2.16, 0.80, 0.17)  -0.53
C (-1.02, 0.51, -0.05)  0.58
H (0.61, 1.25, 1.10)  0.19
C (0.04, 0.30, 1.03)  -0.02
H (-0.53, 0.97, -2.13)  0.23
H (-0.72, -0.77, -1.79)  0.20
H (-1.37, 0.33, 2.31)  0.49
H (1.91, -0.85, 0.76)  0.22

***

# 3
The following is a quantum chemistry calculation of one molecule with the formula C4H7NO2 at a distorted geometry, from the Open Molecules 2025 dataset.

SMILES: [H]/N=C(\C)OCC=O
Energy above the lowest of the compared OMol25 structures with the same formula, charge and spin (kJ/mol): 159.08
Multiplicity: 1
Largest force on an atom (eV Å⁻¹): 1.5
Highest occupied orbital energy (eV): -9.52

Each line ends with the natural charge from an NBO analysis.
Geometry (Å):
H (2.58, -0.26, 1.51)  0.23
N (0.40, -1.24, -0.08)  -0.75
H (-0.33, 0.00, -2.20)  0.12
H (2.12, 1.35, 0.89)  0.24
O (-0.30, 0.82, 0.32)  -0.51
C (-1.31, -0.19, -1.71)  0.44
H (1.32, 0.71, 2.31)  0.24
C (1.75, 0.43, 1.35)  -0.69
H (-2.04, -0.34, 0.29)  0.21
C (-1.49, 0.39, -0.32)  -0.18
H (0.95, -2.05, -0.15)  0.38
H (-2.09, 1.30, -0.41)  0.22
C (0.65, -0.15, 0.48)  0.60
O (-2.20, -0.76, -2.29)  -0.54

***

# 4
The following is a quantum chemistry calculation of one molecule with the formula C4H7NO2 at a distorted geometry, from the Open Molecules 2025 dataset.

SMILES: C=N[C@H]1OC[C@@H]1O
Energy above the lowest of the compared OMol25 structures with the same formula, charge and spin (kJ/mol): 393.47
Multiplicity: 1
Largest force on an atom (eV Å⁻¹): 1.5
Highest occupied orbital energy (eV): -9.59

Each line ends with the natural charge from an NBO analysis.
Geometry (Å):
O (-1.13, -0.42, 1.72)  -0.70
O (1.21, 1.24, 0.26)  -0.52
N (1.07, -0.57, -1.34)  -0.41
H (-0.35, 2.12, 1.33)  0.19
H (-0.56, 2.03, -0.46)  0.18
H (1.97, -0.59, 0.50)  0.20
H (-0.10, -1.62, -2.64)  0.18
C (0.11, -1.33, -1.62)  -0.05
C (-0.16, 1.53, 0.43)  -0.11
C (-0.64, 0.09, 0.52)  0.05
H (-1.51, -0.03, -0.16)  0.18
H (-0.37, -0.67, 2.26)  0.47
C (1.05, -0.14, 0.04)  0.19
H (-0.60, -1.65, -0.84)  0.16

***

# 5
The following is a quantum chemistry calculation of a 3-piece molecular cluster, C4H7NO2 overall at a distorted geometry, from the Open Molecules 2025 dataset.

Energy above the lowest of the compared OMol25 structures with the same formula, charge and spin (kJ/mol): 222.95
Multiplicity: 1
Largest force on an atom (eV Å⁻¹): 1.4
Highest occupied orbital energy (eV): -9.84

Each line ends with the natural charge from an NBO analysis.
Geometry (Å):
H (0.93, 3.02, -0.23)  0.15
O (2.12, -1.51, 0.28)  -0.51
H (-0.66, -0.49, 0.78)  0.26
C (-1.24, -1.20, 0.18)  -0.74
H (-0.36, 1.73, -0.58)  0.17
C (2.64, -0.61, 0.74)  0.51
H (-1.47, -1.77, -1.95)  0.10
C (0.40, 2.12, 0.10)  -0.02
H (1.38, 1.95, 1.70)  0.34
C (-0.88, -1.11, -1.27)  0.45
H (-2.32, -1.03, 0.31)  0.23
H (-1.05, -2.23, 0.53)  0.24
N (0.63, 1.50, 1.18)  -0.63
O (-0.03, -0.38, -1.74)  -0.54

***

# 6
The following is a quantum chemistry calculation of C4H7NO2 as an isolated structure at a distorted geometry, from the Open Molecules 2025 dataset.

Energy above the lowest of the compared OMol25 structures with the same formula, charge and spin (kJ/mol): 343.22
Multiplicity: 1
Largest force on an atom (eV Å⁻¹): 4.6
Highest occupied orbital energy (eV): -9.74

Each line ends with the natural charge from an NBO analysis.
Geometry (Å):
C (0.58, -0.43, -1.14)  -0.10
H (-1.09, 1.38, 1.42)  0.23
C (-0.28, -1.58, 0.73)  0.42
H (0.61, 1.16, 0.98)  0.51
O (0.65, -1.54, -0.24)  -0.49
O (1.52, 1.13, 0.49)  -0.72
C (-0.91, 0.67, 0.56)  -0.36
C (0.48, 0.87, -0.41)  0.05
H (-0.30, -0.53, -1.77)  0.18
H (0.28, 1.73, -1.07)  0.18
H (1.49, -0.49, -1.74)  0.21
H (-1.69, 0.90, -0.15)  0.22
N (-1.05, -0.66, 1.14)  -0.50
H (-0.31, -2.57, 1.19)  0.18

***

# 7
The following is a quantum chemistry calculation of one molecule with the formula C4H7NO2, from the Open Molecules 2025 dataset.

SMILES: [H]/N=C(\C)OCC=O
Energy above the lowest of the compared OMol25 structures with the same formula, charge and spin (kJ/mol): 140.02
Multiplicity: 1
Largest force on an atom (eV Å⁻¹): 0.5
Highest occupied orbital energy (eV): -9.90

Each line ends with the natural charge from an NBO analysis.
Geometry (Å):
H (-0.36, 1.80, -0.97)  0.10
N (-1.07, -0.90, 0.65)  -0.72
H (-0.13, 1.00, 1.97)  0.23
H (1.23, 1.92, 1.27)  0.22
O (0.92, 0.16, 0.35)  -0.51
H (0.37, -1.07, -2.02)  0.24
C (0.38, 1.28, 1.04)  -0.19
H (-1.61, -1.68, 0.29)  0.35
C (0.04, -0.82, 0.06)  0.57
H (1.64, -1.79, -1.03)  0.24
O (-1.43, 2.77, 0.46)  -0.50
C (0.56, -1.64, -1.10)  -0.69
C (-0.57, 2.01, 0.11)  0.43
H (0.04, -2.60, -1.18)  0.22

***

# 8
The following is a quantum chemistry calculation of a 2-piece molecular cluster, C4H7NO2 overall at a distorted geometry, from the Open Molecules 2025 dataset.

SMILES: [H]/N=C\O.CC=C=O
Energy above the lowest of the compared OMol25 structures with the same formula, charge and spin (kJ/mol): 328.11
Multiplicity: 1
Largest force on an atom (eV Å⁻¹): 5.0
Highest occupied orbital energy (eV): -8.81

Each line ends with the natural charge from an NBO analysis.
Geometry (Å):
O (0.32, -2.10, -0.19)  -0.46
H (-0.99, 0.30, 1.20)  0.25
C (-1.22, -0.33, 0.49)  -0.54
C (2.42, 0.32, 0.40)  0.41
H (-3.23, 0.66, 0.29)  0.22
H (2.75, -0.02, -1.37)  0.33
H (-3.03, -0.84, -0.40)  0.21
H (2.46, 0.30, 1.50)  0.16
H (-2.15, 0.52, -1.14)  0.20
H (1.11, 1.61, -0.59)  0.50
C (-2.52, 0.01, -0.21)  -0.59
C (-0.48, -1.37, 0.25)  0.70
N (3.08, -0.33, -0.45)  -0.67
O (1.50, 1.27, 0.23)  -0.73

***

# 9
The following is a quantum chemistry calculation of C4H7NO2 as an isolated structure at a distorted geometry, from the Open Molecules 2025 dataset.

Energy above the lowest of the compared OMol25 structures with the same formula, charge and spin (kJ/mol): 235.85
Multiplicity: 1
Largest force on an atom (eV Å⁻¹): 1.1
Highest occupied orbital energy (eV): -7.80

Each line ends with the natural charge from an NBO analysis.
Geometry (Å):
H (2.80, 0.18, -0.16)  0.41
O (-2.00, 1.46, 1.29)  -0.51
C (-1.07, 1.58, 0.61)  0.42
H (1.87, -1.28, -0.23)  0.40
C (-0.87, -1.33, 0.20)  -0.64
H (-1.14, 0.33, -1.24)  0.24
H (-0.75, -2.18, -0.48)  0.21
H (0.10, 2.12, -0.11)  0.38
C (0.82, 0.46, -0.49)  0.61
H (-0.26, -1.52, 1.10)  0.21
C (-0.51, 0.00, -0.41)  -0.47
H (-1.91, -1.31, 0.53)  0.23
O (1.01, 1.73, -0.70)  -0.68
N (1.90, -0.28, -0.12)  -0.80

***

# 10
The following is a quantum chemistry calculation of one molecule with the formula C4H7NO2, from the Open Molecules 2025 dataset.

SMILES: C/C(=N\O)[C@H]1CO1
Energy above the lowest of the compared OMol25 structures with the same formula, charge and spin (kJ/mol): 343.17
Multiplicity: 1
Largest force on an atom (eV Å⁻¹): 0.6
Highest occupied orbital energy (eV): -9.85

Each line ends with the natural charge from an NBO analysis.
Geometry (Å):
C (-0.64, -0.02, -1.59)  -0.68
H (-0.78, -0.93, -2.18)  0.24
O (1.70, -1.20, -1.37)  -0.57
H (-0.32, 0.80, 3.05)  0.18
C (0.02, -0.31, -0.28)  0.19
C (0.00, 0.87, 2.01)  -0.10
H (-1.60, 0.48, -1.44)  0.23
H (1.04, 1.15, 1.85)  0.19
C (-0.68, 0.09, 0.99)  0.02
H (0.01, 0.63, -2.19)  0.24
H (2.54, -1.62, -1.12)  0.48
H (-1.51, -0.55, 1.29)  0.19
N (1.15, -0.87, -0.14)  -0.13
O (-0.94, 1.48, 1.13)  -0.49

***

# 11
The following is a quantum chemistry calculation of one molecule with the formula C4H7NO2 at a distorted geometry, from the Open Molecules 2025 dataset.

SMILES: C[C@H]1C=NO[C@@H]1O
Energy above the lowest of the compared OMol25 structures with the same formula, charge and spin (kJ/mol): 330.48
Multiplicity: 1
Largest force on an atom (eV Å⁻¹): 4.2
Highest occupied orbital energy (eV): -9.59

Each line ends with the natural charge from an NBO analysis.
Geometry (Å):
H (-0.31, -0.45, -1.75)  0.17
N (2.39, -0.82, -0.49)  -0.07
H (-1.35, 0.25, 1.72)  0.22
H (0.58, 1.45, 0.30)  0.25
O (0.44, 1.37, -2.02)  -0.72
C (1.74, -0.47, 0.53)  -0.01
H (-1.63, -0.75, 0.33)  0.23
O (1.75, -0.58, -1.62)  -0.36
H (-0.49, -1.15, 1.51)  0.22
C (0.45, 0.15, -1.32)  0.36
H (2.09, -0.78, 1.49)  0.20
C (0.41, 0.34, 0.23)  -0.34
C (-0.79, -0.34, 0.86)  -0.64
H (1.31, 1.79, -2.04)  0.49

***

# 12
The following is a quantum chemistry calculation of one molecule with the formula C4H7NO2, from the Open Molecules 2025 dataset.

SMILES: O=C1CN[C@H]1CO
Energy above the lowest of the compared OMol25 structures with the same formula, charge and spin (kJ/mol): 208.51
Multiplicity: 1
Largest force on an atom (eV Å⁻¹): 0.8
Highest occupied orbital energy (eV): -9.58

Each line ends with the natural charge from an NBO analysis.
Geometry (Å):
C (1.19, -0.94, 0.16)  -0.08
N (0.17, 1.26, -0.75)  -0.60
H (2.23, -0.90, -0.16)  0.19
H (0.84, 1.64, -0.09)  0.37
H (0.88, -2.00, 0.17)  0.18
H (-1.94, 1.75, -0.83)  0.22
O (-1.91, -1.12, 0.20)  -0.52
H (-1.30, 1.69, 0.83)  0.22
C (-1.19, -0.25, -0.20)  0.61
C (-1.20, 1.28, -0.18)  -0.34
H (0.52, -1.12, 1.88)  0.48
H (0.34, -0.63, -1.79)  0.21
O (1.07, -0.43, 1.48)  -0.72
C (0.23, -0.23, -0.77)  -0.20